DFT (ωB97M-V with the def2-TZVPD basis set) results for a gas-phase ion, C8H9N2O3 (charge -1).

Values from the calculation:
* ΔE to the lowest compared entry with this formula, charge and spin: 8.3 kcal per mole
* net charge: -1
* structure (SMILES): NN[C@](O)(C(=O)[O-])c1ccccc1
* highest occupied orbital energy: -4.0165 eV

Each line ends with the Mulliken charge.
Atoms and positions in Å:
C  1.793  -1.517  2.299  -0.500
C  0.682  -0.713  2.604  -0.491
C  2.085  -1.641  0.920  -0.306
C  -0.033  -0.088  1.656  -0.272
C  1.293  -1.086  -0.051  -0.583
C  0.266  -0.261  0.305  0.505
C  -2.022  -0.415  -1.241  0.700
C  -0.629  0.487  -1.028  0.289
N  -0.975  2.943  -1.541  -0.739
N  -1.049  1.823  -0.612  -0.256
O  -1.832  -1.348  -2.042  -0.779
O  -2.979  -0.004  -0.611  -0.718
O  0.201  0.367  -2.211  -0.589
H  2.530  -2.061  2.869  0.339
H  0.434  -0.644  3.723  0.199
H  3.033  -2.251  0.757  0.226
H  -0.783  0.602  1.965  0.414
H  1.511  -1.351  -1.049  0.307
H  0.026  2.955  -1.764  0.265
H  -1.460  2.932  -2.412  0.238
H  -2.022  1.795  -0.221  0.369
H  -0.068  -0.523  -2.315  0.381

DFT (ωB97M-V with the def2-TZVPD basis set) results for 2 unconnected molecules or ions with the total composition C8H9N2OPS2.

Values from the calculation:
* net charge: 0
* structure (SMILES): N#CSc1ccc(SO)cc1.[H]/N=P/C
* highest occupied orbital energy: -8.6806 eV

Each line ends with the Mulliken charge.
Atoms and positions in Å:
C  3.108  3.183  2.079  0.472
C  0.762  0.308  3.336  -0.869
C  1.554  0.901  1.153  -0.686
C  -0.170  -0.530  2.784  -0.301
C  0.634  -0.011  0.638  -0.268
C  1.602  1.040  2.477  0.831
C  -0.236  -0.722  1.406  0.360
C  -2.457  -1.211  -3.935  -1.065
N  3.282  3.897  1.190  -0.417
N  -0.434  0.076  -2.880  -0.497
O  -1.245  -1.658  -0.948  -0.342
P  -0.671  -1.403  -3.250  0.297
S  2.830  2.033  3.260  -0.176
S  -1.223  -1.985  0.700  -0.136
H  0.686  0.604  4.356  0.391
H  2.285  1.247  0.400  0.295
H  -0.767  -1.313  3.469  0.163
H  0.596  -0.034  -0.362  0.292
H  -2.945  -0.430  -3.351  0.331
H  -3.171  -2.032  -3.933  0.343
H  -2.318  -0.770  -4.976  0.337
H  0.419  0.197  -2.443  0.292
H  -2.119  -1.387  -1.169  0.355

DFT (ωB97M-V with the def2-TZVPD basis set) results for a gas-phase ion, C8H9N2S2 (charge +1).

Values from the calculation:
* ΔE to the lowest compared entry with this formula, charge and spin: 0.0 kcal per mole
* net charge: +1
* structure (SMILES): S[C@@H]1[NH2+]C(c2ccncc2)=CS1
* highest occupied orbital energy (alpha / beta): -12.2084 / -12.2081 eV

Each line ends with the Mulliken charge.
Atoms and positions in Å:
C  1.523  1.315  0.596  -0.721
C  1.470  -0.944  -0.226  -0.448
C  2.902  1.081  0.838  -0.231
C  2.840  -1.028  -0.033  -0.451
C  0.826  0.311  0.013  1.169
C  -1.383  1.680  0.289  -0.392
C  -0.539  0.499  -0.349  -0.026
C  -2.872  -0.320  -0.409  -0.363
N  3.579  0.020  0.408  -0.476
N  -1.458  -0.535  -0.893  0.009
S  -3.051  1.515  -0.026  -0.016
S  -3.241  -1.539  0.930  -0.098
H  1.244  2.261  0.852  0.379
H  0.788  -1.686  -0.590  0.281
H  3.557  1.884  1.400  0.290
H  3.488  -1.983  -0.303  0.290
H  -1.095  2.399  1.016  0.342
H  -3.417  -0.451  -1.317  0.485
H  -1.260  -0.492  -1.868  0.379
H  -0.951  -1.449  -0.615  0.391
H  -2.822  -0.864  2.004  0.205

DFT (ωB97M-V with the def2-TZVPD basis set) results for a molecular structure, C8H9N3O.

Values from the calculation:
* 2S+1: 3
* ΔE to the lowest compared entry with this formula, charge and spin: 0.0 kcal per mole
* net charge: 0
* expectation value of S²: 2.0144
* highest occupied orbital energy (alpha / beta): -3.9928 / -8.4059 eV

Each line ends with the Mulliken charge.
Atoms and positions in Å:
C  2.853  0.609  -0.399  -0.279
C  1.839  1.403  0.127  -0.969
C  2.523  -0.666  -0.808  -0.691
C  0.543  0.925  0.190  0.794
C  0.293  -0.366  -0.341  0.511
C  -1.747  1.316  1.058  -0.150
C  -2.290  0.095  0.519  -0.055
C  -1.221  -2.247  -0.585  -1.032
N  1.287  -1.136  -0.781  -0.545
N  -0.421  1.686  0.866  -0.141
N  -0.964  -0.842  -0.562  -0.221
O  -2.670  1.253  -0.062  -0.397
H  3.865  0.973  -0.463  0.395
H  2.064  2.393  0.501  0.304
H  3.263  -1.358  -1.184  0.356
H  -2.202  1.763  1.940  0.440
H  -2.966  -0.646  0.895  0.375
H  -0.321  -2.726  -0.977  0.459
H  -1.427  -2.658  0.411  0.299
H  -2.067  -2.450  -1.244  0.279
H  -0.234  2.678  0.896  0.267

DFT (ωB97M-V with the def2-TZVPD basis set) results for a single C8H9N3S molecule.

Values from the calculation:
* ΔE to the lowest compared entry with this formula, charge and spin: 107.5 kcal per mole
* net charge: 0
* highest occupied orbital energy (alpha / beta): -6.4330 / -8.0278 eV

Each line ends with the Mulliken charge.
Atoms and positions in Å:
C  -2.703  -0.273  0.566  -0.266
C  -1.968  -0.075  1.822  -0.689
C  -2.212  0.071  -0.662  -0.911
C  -0.700  0.300  1.731  -0.375
C  -0.880  0.517  -0.652  0.447
C  -0.115  0.629  0.419  0.138
C  1.855  -0.275  -1.514  -0.732
C  1.159  1.178  0.410  -0.651
N  2.632  -1.406  -1.103  -0.370
N  1.988  0.886  -0.655  -0.158
N  2.115  -2.072  -0.204  -0.046
S  0.688  -2.096  0.632  -0.008
H  -3.707  -0.572  0.706  0.404
H  -2.440  -0.426  2.713  0.391
H  -2.897  0.200  -1.507  0.338
H  -0.134  0.310  2.659  0.322
H  -0.481  0.862  -1.621  0.541
H  0.917  -0.694  -1.814  0.553
H  2.316  -0.005  -2.483  0.400
H  1.597  1.758  1.214  0.401
H  2.971  1.182  -0.659  0.273

DFT (ωB97M-V with the def2-TZVPD basis set) results for a single C8H9N5 molecule.

Values from the calculation:
* ΔE to the lowest compared entry with this formula, charge and spin: 29.8 kcal per mole
* net charge: 0
* structure (SMILES): c1nc(N2CCC2)c2[nH]cnc2n1
* highest occupied orbital energy: -8.2774 eV

Each line ends with the Mulliken charge.
Atoms and positions in Å:
C  0.628  2.342  -0.043  -0.245
N  0.746  2.125  -1.331  -0.579
C  0.417  0.886  -1.705  0.717
N  0.428  0.361  -2.965  -0.661
C  0.025  -0.864  -2.833  -0.203
N  -0.261  -1.218  -1.550  -0.068
C  -0.017  -0.101  -0.787  0.640
C  -0.093  0.254  0.567  0.029
N  0.241  1.500  0.907  -0.616
N  -0.526  -0.568  1.545  0.052
C  -0.406  -0.372  2.978  -0.585
H  -1.219  0.226  3.391  0.246
H  0.547  0.073  3.272  0.279
C  -0.519  -1.893  3.162  -0.427
H  -1.435  -2.218  3.648  0.261
H  0.334  -2.362  3.643  0.253
C  -0.543  -2.015  1.630  -0.630
H  -1.448  -2.464  1.209  0.241
H  0.339  -2.498  1.197  0.326
H  -0.603  -2.108  -1.230  0.167
H  -0.078  -1.552  -3.650  0.421
H  0.884  3.335  0.302  0.382

DFT (ωB97M-V with the def2-TZVPD basis set) results for a molecular structure, C8H9NO2.

Values from the calculation:
* ΔE to the lowest compared entry with this formula, charge and spin: 135.0 kcal per mole
* net charge: 0
* highest occupied orbital energy: -8.9276 eV

Each line ends with the Mulliken charge.
Atoms and positions in Å:
C  0.976  2.416  -0.527  -0.856
C  -0.484  0.738  0.344  0.536
C  -1.784  1.032  0.283  -0.500
C  -2.783  0.008  0.022  -0.924
C  -2.295  -1.313  -0.310  -0.429
C  -0.877  -1.604  -0.359  -0.181
C  0.043  -0.545  -0.105  0.569
C  1.500  -0.803  -0.001  0.006
H  1.507  3.134  -0.212  0.441
H  0.474  2.773  -1.325  0.401
H  1.503  1.587  -1.331  0.216
H  -2.281  1.902  0.498  0.486
H  -3.687  0.178  0.050  0.686
H  -2.640  -2.380  -0.202  0.267
H  -0.489  -2.638  -0.803  0.279
H  2.751  -1.630  1.032  0.232
H  1.539  -1.180  2.369  0.367
N  1.974  -1.158  1.107  -0.463
O  0.453  1.660  0.571  -0.459
O  2.262  -0.812  -1.058  -0.675

DFT (ωB97M-V with the def2-TZVPD basis set) results for a single C8H9NO2 molecule.

Values from the calculation:
* ΔE to the lowest compared entry with this formula, charge and spin: 155.2 kcal per mole
* net charge: 0
* structure (SMILES): COC#C/C=C(/N)C#COC
* highest occupied orbital energy: -7.3193 eV

Each line ends with the Mulliken charge.
Atoms and positions in Å:
C  -1.954  -0.949  0.244  -1.189
C  -0.863  1.031  0.850  -0.429
C  -0.725  -1.326  -0.266  -0.110
C  -2.077  0.304  0.777  0.022
C  0.434  -1.389  -0.616  0.711
C  0.005  1.862  0.891  1.306
C  1.395  -1.973  -2.603  -0.787
C  2.294  1.890  1.187  -0.482
N  -3.281  0.764  1.337  -0.458
O  1.620  -1.581  -1.273  -0.404
O  1.080  2.597  0.826  -0.452
H  -2.689  -1.734  0.452  0.278
H  1.252  -1.148  -3.305  0.294
H  0.686  -2.677  -2.698  0.398
H  2.376  -2.439  -2.848  0.237
H  2.266  0.976  0.557  0.084
H  2.378  1.610  2.268  0.283
H  3.197  2.316  0.795  0.296
H  -4.228  0.391  1.436  0.196
H  -3.166  1.473  1.988  0.204

| no. | F_max (hartree/bohr) |
| --- | --- |
| 1 | 0.0942 |
| 2 | 0.0775 |
| 3 | 0.1737 |
| 4 | 0.0937 |
| 5 | 0.0951 |
| 6 | 0.0254 |
| 7 | 0.2408 |
| 8 | 0.0901 |